The following is a quantum chemistry calculation of a molecular structure, C2H8N4, from the Open Molecules 2025 dataset.

## Properties
- Frontier orbital gap (alpha / beta): 8.77 / 8.77 eV
- Total charge: +2
- Highest occupied orbital energy (alpha / beta): -0.7468 / -0.7468 Ha
- Energy above the lowest of the compared OMol25 structures with the same formula, charge and spin: 901.97 kJ/mol

Last column: Mulliken charge in e.
Cartesian coordinates (Å):
C -1.847 0.625 -0.004  -0.15
C 1.842 0.659 -0.080  -0.07
N -1.666 -0.749 -0.380  -0.37
N 1.786 -0.690 0.276  -0.23
N -0.811 -0.218 0.476  0.19
N 0.794 -0.316 -0.506  0.12
H -1.668 1.536 -0.759  0.31
H -2.504 0.986 0.923  0.33
H 1.508 1.257 0.656  0.25
H 2.566 1.016 -0.672  0.35
H -2.204 -1.524 -0.205  0.24
H 2.378 -1.426 0.212  0.26
H -0.728 -0.377 1.491  0.38
H 0.555 -0.779 -1.430  0.40